Record 1
Entry from OMol25: 14 unconnected molecules or ions with the total composition C24H38Cl26N2O in a non-equilibrium geometry (ωB97M-V/def2-TZVPD).

Cartesian coordinates (Å):
C (-0.386, -1.478, 0.522)
C (-0.032, -0.891, -0.847)
O (0.376, 0.472, -0.840)
C (-0.560, 1.351, -0.245)
C (-1.990, 1.150, -0.701)
C (-2.254, 1.116, -2.104)
N (-3.429, 0.908, -2.640)
C (-4.401, 0.711, -1.698)
C (-5.723, 0.438, -2.144)
C (-6.757, 0.226, -1.279)
C (-6.516, 0.281, 0.123)
C (-5.252, 0.546, 0.580)
C (-4.172, 0.764, -0.312)
N (-2.922, 0.983, 0.202)
H (0.515, -1.723, 1.090)
H (-0.869, -2.443, 0.334)
H (-1.102, -0.892, 1.100)
H (-0.826, -1.101, -1.577)
H (0.832, -1.450, -1.216)
H (-0.501, 1.236, 0.845)
H (-0.289, 2.392, -0.450)
H (-1.399, 1.243, -2.753)
H (-5.897, 0.397, -3.216)
H (-7.759, -0.004, -1.624)
H (-7.297, 0.105, 0.854)
H (-5.080, 0.554, 1.652)
C (2.387, -4.124, -1.659)
Cl (1.467, -4.038, -3.167)
Cl (1.345, -4.009, -0.236)
H (2.908, -5.074, -1.633)
H (3.098, -3.307, -1.635)
C (2.851, -0.415, 2.580)
Cl (1.499, -0.365, 3.724)
Cl (3.397, -2.066, 2.288)
H (2.525, 0.018, 1.640)
H (3.675, 0.157, 2.988)
C (2.199, -0.733, 7.169)
Cl (1.662, -2.332, 7.691)
Cl (1.807, 0.509, 8.369)
H (3.274, -0.753, 7.029)
H (1.706, -0.484, 6.236)
C (-2.960, 4.816, -1.372)
Cl (-1.216, 5.067, -1.185)
Cl (-3.865, 6.310, -1.104)
H (-3.155, 4.463, -2.377)
H (-3.283, 4.076, -0.647)
C (7.211, 0.397, 2.041)
Cl (6.477, -1.109, 1.470)
Cl (6.045, 1.441, 2.867)
H (8.007, 0.154, 2.735)
H (7.610, 0.933, 1.190)
C (-0.876, 0.341, 10.875)
Cl (-0.802, -0.179, 12.564)
Cl (-2.345, -0.241, 10.081)
H (-0.868, 1.424, 10.842)
H (-0.015, -0.054, 10.348)
C (-1.862, 4.114, -5.265)
Cl (-2.718, 4.013, -6.813)
Cl (-2.267, 2.755, -4.201)
H (-0.796, 4.105, -5.457)
H (-2.143, 5.039, -4.771)
C (0.160, 6.412, -7.489)
Cl (0.954, 7.128, -6.080)
Cl (0.570, 4.704, -7.671)
H (-0.914, 6.498, -7.365)
H (0.478, 6.944, -8.378)
C (-4.937, -2.287, 12.321)
Cl (-5.611, -3.814, 11.737)
Cl (-6.169, -1.292, 13.107)
H (-4.152, -2.503, 13.037)
H (-4.531, -1.740, 11.479)
C (5.364, -1.595, -3.482)
Cl (5.479, -2.148, -1.808)
Cl (3.859, -2.129, -4.243)
H (5.385, -0.511, -3.482)
H (6.203, -1.985, -4.045)
C (-0.342, -6.438, -5.428)
Cl (-1.667, -6.437, -4.259)
Cl (0.145, -8.083, -5.864)
H (-0.672, -5.923, -6.323)
H (0.509, -5.928, -4.991)
C (-2.651, -4.796, -8.780)
Cl (-1.885, -3.962, -7.422)
Cl (-2.162, -6.493, -8.856)
H (-3.726, -4.747, -8.655)
H (-2.357, -4.305, -9.700)
C (8.945, 4.065, 1.137)
Cl (8.717, 3.283, 2.709)
Cl (8.238, 3.133, -0.189)
H (8.469, 5.038, 1.165)
H (10.008, 4.174, 0.954)

Results
E_HOMO in eV: -9.229
Max |F| in eV/A: 1.7
Calculated total energy in eV: -356114.545
LUMO energy in eV: -0.246
HOMO-LUMO gap in eV: 9.0

The computed Löwdin charges, all in e, follow:
1 C -0.113
2 C -0.262
3 O -0.137
4 C -0.168
5 C -0.245
6 C -0.200
7 N 0.083
8 C -0.212
9 C -0.021
10 C -0.074
11 C -0.074
12 C -0.023
13 C -0.207
14 N 0.195
15 H 0.018
16 H 0.059
17 H 0.065
18 H 0.117
19 H 0.085
20 H 0.120
21 H 0.097
22 H 0.059
23 H 0.115
24 H 0.103
25 H 0.103
26 H 0.113
27 C -0.998
28 Cl 0.509
29 Cl 0.586
30 H 0.032
31 H -0.053
32 C -1.001
33 Cl 0.559
34 Cl 0.494
35 H 0.027
36 H -0.039
37 C -1.029
38 Cl 0.511
39 Cl 0.522
40 H 0.029
41 H -0.062
42 C -1.037
43 Cl 0.521
44 Cl 0.519
45 H -0.029
46 H 0.021
47 C -1.031
48 Cl 0.498
49 Cl 0.507
50 H 0.025
51 H -0.046
52 C -1.035
53 Cl 0.501
54 Cl 0.512
55 H 0.027
56 H -0.035
57 C -0.988
58 Cl 0.509
59 Cl 0.686
60 H -0.020
61 H 0.028
62 C -1.017
63 Cl 0.507
64 Cl 0.519
65 H 0.010
66 H 0.025
67 C -1.037
68 Cl 0.496
69 Cl 0.495
70 H 0.024
71 H -0.016
72 C -0.993
73 Cl 0.525
74 Cl 0.518
75 H 0.026
76 H 0.027
77 C -1.060
78 Cl 0.496
79 Cl 0.497
80 H -0.074
81 H -0.027
82 C -1.000
83 Cl 0.541
84 Cl 0.523
85 H 0.027
86 H 0.025
87 C -0.985
88 Cl 0.526
89 Cl 0.535
90 H 0.027
91 H 0.026

---

Record 2
Entry from OMol25: a molecular structure, C24H38ClLuN4O6 in a non-equilibrium geometry (ωB97M-V/def2-TZVPD).

Cartesian coordinates (Å):
O (0.394, 0.096, -1.920)
C (-0.386, 0.258, -3.046)
C (-0.064, 1.601, -3.708)
C (0.615, 2.618, -3.034)
H (0.986, 2.414, -2.029)
C (0.779, 3.865, -3.635)
H (1.273, 4.648, -3.063)
C (0.316, 4.095, -4.934)
H (0.458, 5.075, -5.396)
C (-0.339, 3.063, -5.613)
H (-0.700, 3.231, -6.624)
C (-0.533, 1.826, -5.000)
H (-1.058, 1.010, -5.501)
H (-0.126, -0.493, -3.823)
C (-2.212, -1.415, -2.397)
C (-1.859, 0.015, -2.689)
H (-3.292, -1.565, -2.529)
H (-1.940, -1.635, -1.347)
H (-1.672, -2.090, -3.087)
C (-2.667, 1.067, -2.483)
C (-4.077, 1.018, -2.007)
H (-2.280, 2.075, -2.656)
H (-4.753, 1.464, -2.756)
H (-4.100, 1.659, -1.115)
H (-4.429, 0.010, -1.724)
Lu (-0.006, -0.019, 0.185)
Cl (-2.600, 0.249, 0.569)
C (-1.007, 0.147, 2.878)
O (-0.235, -0.637, 2.257)
N (-1.236, 0.085, 4.171)
C (-0.694, -1.064, 4.882)
C (-1.962, 1.125, 4.900)
H (-1.571, 0.957, 2.370)
H (-0.143, -1.615, 4.113)
H (-1.511, -1.675, 5.295)
H (-0.026, -0.710, 5.678)
H (-2.149, 1.979, 4.243)
H (-1.379, 1.470, 5.757)
H (-2.930, 0.784, 5.283)
H (4.857, 1.864, -2.066)
H (4.804, 2.218, 0.600)
C (3.769, 1.776, -1.936)
C (3.727, 1.992, 0.553)
N (3.457, 1.182, -0.636)
H (3.353, 1.140, -2.726)
C (2.972, -0.063, -0.571)
O (2.271, -0.521, 0.378)
H (3.395, 1.453, 1.446)
H (3.171, -0.659, -1.483)
H (3.329, 2.780, -2.011)
H (3.175, 2.940, 0.460)
H (-0.066, -5.433, 0.551)
H (2.118, -5.598, -1.099)
C (-0.476, -4.905, -0.325)
C (1.598, -4.886, -1.749)
N (0.587, -4.153, -1.004)
H (-1.252, -4.198, -0.009)
C (0.673, -2.837, -0.861)
O (-0.110, -2.211, -0.085)
H (2.321, -4.169, -2.150)
H (1.440, -2.319, -1.476)
H (-0.888, -5.641, -1.029)
H (1.148, -5.447, -2.576)
O (-1.258, 3.325, -0.967)
C (-0.537, 3.381, 0.023)
C (-0.218, 4.656, 0.785)
C (0.631, 4.201, 1.965)
C (0.741, 2.698, 1.797)
O (1.273, 1.927, 2.599)
N (0.127, 2.311, 0.614)
H (0.339, 5.348, 0.129)
H (-1.155, 5.139, 1.103)
H (1.637, 4.656, 1.941)
H (0.157, 4.434, 2.933)

Results
E_HOMO in eV: -7.411
Max |F| in eV/A: 2.4
Calculated total energy in eV: -89899.080
LUMO energy in eV: 0.264
HOMO-LUMO gap in eV: 7.7

The computed Löwdin charges, all in e, follow:
1 O -0.371
2 C -0.402
3 C -0.177
4 C -0.067
5 H 0.080
6 C -0.088
7 H 0.096
8 C -0.100
9 H 0.096
10 C -0.092
11 H 0.095
12 C -0.043
13 H 0.119
14 H 0.135
15 C -0.075
16 C -0.284
17 H 0.075
18 H 0.023
19 H 0.082
20 C -0.163
21 C -0.156
22 H 0.101
23 H 0.076
24 H 0.037
25 H 0.055
26 Lu 1.581
27 Cl 0.131
28 C -0.427
29 O -0.211
30 N -0.154
31 C -0.015
32 C -0.020
33 H 0.024
34 H 0.088
35 H 0.099
36 H 0.097
37 H 0.094
38 H 0.091
39 H 0.092
40 H 0.093
41 H 0.099
42 C -0.034
43 C -0.016
44 N -0.160
45 H 0.096
46 C -0.284
47 O -0.131
48 H 0.086
49 H 0.146
50 H 0.090
51 H 0.090
52 H 0.101
53 H 0.096
54 C -0.007
55 C -0.035
56 N -0.164
57 H 0.097
58 C -0.249
59 O -0.184
60 H 0.091
61 H 0.139
62 H 0.096
63 H 0.095
64 O 0.045
65 C -0.493
66 C -0.092
67 C -0.100
68 C -0.533
69 O 0.001
70 N 0.018
71 H 0.122
72 H 0.124
73 H 0.118
74 H 0.121

---

Record 3
Entry from OMol25: 7 unconnected molecules or ions with the total composition C24H38FO18PS in a non-equilibrium geometry (ωB97M-V/def2-TZVPD).

Cartesian coordinates (Å):
F (2.039, 9.242, -1.819)
P (0.789, 10.319, -2.487)
S (-1.109, 9.373, -1.987)
H (0.876, 11.611, -1.844)
H (-2.129, 10.340, -1.942)
C (0.122, 5.206, -0.142)
C (-1.209, 5.558, 0.491)
C (-1.091, 6.032, 1.908)
O (-2.342, 5.666, 2.461)
C (-2.787, 4.595, 1.738)
O (-3.737, 3.897, 2.053)
O (-2.027, 4.407, 0.618)
H (-0.017, 4.970, -1.202)
H (0.833, 6.034, -0.062)
H (0.558, 4.314, 0.321)
H (-1.743, 6.288, -0.130)
H (-0.943, 7.113, 1.972)
H (-0.299, 5.528, 2.474)
C (-3.597, 0.310, 2.870)
C (-2.227, 0.139, 2.247)
C (-2.032, -1.194, 1.589)
O (-0.633, -1.387, 1.691)
C (-0.223, -0.679, 2.786)
O (0.884, -0.768, 3.291)
O (-1.216, 0.142, 3.242)
H (-3.716, 1.334, 3.240)
H (-4.392, 0.110, 2.146)
H (-3.726, -0.350, 3.735)
H (-2.021, 0.961, 1.551)
H (-2.344, -1.187, 0.541)
H (-2.536, -2.017, 2.108)
C (0.259, -3.247, -3.562)
C (-1.072, -2.895, -2.929)
C (-0.954, -2.422, -1.512)
O (-2.205, -2.787, -0.958)
C (-2.650, -3.858, -1.682)
O (-3.600, -4.556, -1.367)
O (-1.890, -4.046, -2.802)
H (0.120, -3.483, -4.622)
H (0.970, -2.419, -3.482)
H (0.695, -4.139, -3.099)
H (-1.606, -2.165, -3.550)
H (-0.806, -1.340, -1.448)
H (-0.162, -2.925, -0.946)
C (4.977, -5.482, -0.192)
C (4.624, -4.883, -1.538)
C (3.429, -3.980, -1.496)
O (2.913, -4.088, -2.810)
C (3.294, -5.314, -3.276)
O (2.867, -5.828, -4.297)
O (4.216, -5.892, -2.447)
H (5.914, -6.045, -0.265)
H (5.098, -4.707, 0.570)
H (4.213, -6.194, 0.139)
H (5.495, -4.372, -1.966)
H (3.701, -2.945, -1.272)
H (2.657, -4.307, -0.790)
C (6.559, 7.189, -0.588)
C (5.228, 7.541, 0.045)
C (5.346, 8.014, 1.462)
O (4.095, 7.649, 2.016)
C (3.650, 6.578, 1.292)
O (2.700, 5.880, 1.607)
O (4.410, 6.390, 0.172)
H (6.420, 6.953, -1.648)
H (7.270, 8.017, -0.508)
H (6.995, 6.297, -0.125)
H (4.694, 8.270, -0.576)
H (5.494, 9.095, 1.526)
H (6.138, 7.511, 2.028)
C (-4.917, -7.267, -0.464)
C (-5.482, -8.326, 0.461)
C (-5.678, -7.849, 1.868)
O (-5.551, -9.042, 2.620)
C (-4.754, -9.878, 1.888)
O (-4.273, -10.917, 2.309)
O (-4.566, -9.396, 0.623)
H (-4.896, -7.640, -1.493)
H (-5.518, -6.354, -0.439)
H (-3.882, -7.022, -0.200)
H (-6.412, -8.735, 0.045)
H (-6.664, -7.402, 2.019)
H (-4.909, -7.143, 2.202)

Results
E_HOMO in eV: -9.599
Max |F| in eV/A: 3.4
Calculated total energy in eV: -85201.457
LUMO energy in eV: -0.657
HOMO-LUMO gap in eV: 8.9

The computed Löwdin charges, all in e, follow:
1 F -0.492
2 P 0.554
3 S 0.235
4 H -0.118
5 H -0.162
6 C -0.021
7 C -0.349
8 C -0.109
9 O 0.067
10 C -0.503
11 O 0.121
12 O 0.081
13 H 0.086
14 H 0.074
15 H 0.096
16 H 0.150
17 H 0.144
18 H 0.145
19 C -0.014
20 C -0.343
21 C -0.121
22 O 0.054
23 C -0.504
24 O 0.128
25 O 0.091
26 H 0.078
27 H 0.095
28 H 0.093
29 H 0.160
30 H 0.121
31 H 0.150
32 C -0.012
33 C -0.340
34 C -0.118
35 O 0.032
36 C -0.484
37 O 0.130
38 O 0.100
39 H 0.098
40 H 0.095
41 H 0.082
42 H 0.162
43 H 0.146
44 H 0.144
45 C -0.020
46 C -0.351
47 C -0.113
48 O 0.013
49 C -0.501
50 O 0.140
51 O 0.092
52 H 0.088
53 H 0.093
54 H 0.096
55 H 0.162
56 H 0.146
57 H 0.144
58 C -0.021
59 C -0.353
60 C -0.115
61 O 0.067
62 C -0.494
63 O 0.122
64 O 0.089
65 H 0.088
66 H 0.091
67 H 0.094
68 H 0.155
69 H 0.144
70 H 0.144
71 C -0.032
72 C -0.354
73 C -0.119
74 O 0.061
75 C -0.506
76 O 0.130
77 O 0.086
78 H 0.091
79 H 0.088
80 H 0.088
81 H 0.160
82 H 0.142
83 H 0.143